1.
C33H45CeN2OP3 as an isolated structure in a non-equilibrium geometry, computed with wB97M-V/def2-TZVPD.

The value obtained for the lowest unoccupied orbital energy is -0.27 eV.

Element x y z (Å)
C  1.21961  -3.86157  -5.16033
H  1.66544  1.69224  -4.91103
H  0.84783  0.65437  4.90022
H  -4.86009  -2.82057  -1.86734
P  0.37906  0.40815  2.06907
C  3.48476  0.56654  -2.92464
P  1.92509  1.43607  -2.51231
C  -3.39332  2.30610  -2.17094
H  -4.10748  2.66729  -1.43670
O  -1.02260  2.01130  -2.49375
H  -3.67702  -2.65542  -3.21473
H  3.91883  3.80693  1.94655
H  3.35063  -4.93683  -2.68325
H  3.00774  1.49970  1.86674
H  -2.77439  -2.52716  1.32678
C  1.64391  2.37956  -4.06436
C  2.41306  -0.75399  5.36603
H  -1.82929  0.64820  -0.51663
H  -4.42108  1.38903  2.65752
C  3.23051  -2.10216  3.57791
C  1.48883  -0.48298  3.16685
N  0.35191  -1.51175  -2.41738
C  0.96933  -2.50074  -3.10713
H  -0.99057  -3.93248  -0.74690
H  -0.01537  5.29330  2.91856
H  -0.91329  2.97425  2.92003
C  -1.48889  -0.94504  3.67876
H  3.91401  -2.89094  3.19526
C  2.35924  -1.50419  2.67979
H  2.39771  5.73235  2.43529
H  -0.15209  -2.16145  -4.92490
H  -1.48032  4.34301  -1.17800
H  -2.17529  1.75404  1.68061
C  0.63716  4.45968  2.68425
H  -2.93198  -1.99510  4.86178
H  3.25338  -0.18999  -3.72295
C  -3.51242  -2.30193  0.51871
C  0.15751  3.18257  2.65911
H  4.24527  1.25863  -3.29412
C  -4.01751  -2.21882  -2.27538
C  0.60330  -2.79581  -4.48862
H  1.65313  3.23956  -0.90102
Ce  -0.61848  0.04242  -1.32007
C  2.36321  2.35230  2.08455
H  0.92706  -4.05129  -6.13973
H  -3.44104  2.91959  -3.05662
H  -4.82177  -0.49030  4.24927
H  2.30996  -1.77102  1.62360
H  2.65928  -5.43469  -5.03321
H  -0.67839  -1.61146  3.93501
C  -1.94021  -3.86088  -1.28670
H  2.43646  -0.45000  6.44928
C  -1.68805  3.41690  -0.62057
H  -3.95932  -1.33606  0.76400
C  -3.60085  0.74155  2.94695
C  2.84524  3.63586  2.13206
C  0.96621  2.10221  2.32888
C  1.54050  -0.13915  4.53269
C  2.20601  -4.61547  -4.47114
H  0.64517  2.83745  -4.00836
H  -2.63606  -4.62137  -0.92148
H  -4.35778  -1.20141  -2.46456
H  -3.72050  1.29428  -2.43004
H  3.02341  3.55468  -2.02173
H  3.21069  2.39215  -0.66807
C  2.55404  -4.32204  -3.20498
C  2.00397  4.69401  2.41024
C  -2.77265  -1.17256  4.19515
H  3.83376  0.03578  -2.05183
N  0.33496  0.04302  0.52251
C  -2.33721  0.96085  2.43646
H  3.98766  -2.22993  5.60684
C  3.25318  -1.72655  4.89400
C  -3.82007  -0.31781  3.83354
C  2.53374  2.80421  -1.44778
H  -4.26523  -3.08055  0.48370
H  -1.72430  -4.03692  -2.35864
C  -1.24771  0.17271  2.83445
C  2.02108  -3.33701  -2.50032
H  2.26457  -3.03686  -1.44948
P  -2.62293  -2.17074  -1.07823
H  2.42147  3.15827  -4.17476
H  -2.55292  3.59133  0.00514
H  -0.86585  3.20427  0.01304
C  -2.02454  2.44627  -1.67049

Forces on the atoms, in the same order (eV/Å):
0.58 1.00 3.03
0.00 0.07 -0.02
0.67 -0.68 -0.22
0.48 0.34 -0.35
-0.22 -0.32 -1.96
-0.55 -0.38 -0.99
0.07 -0.05 0.03
-1.11 -0.25 0.38
-0.12 0.17 0.01
-4.19 1.98 3.42
-0.01 0.06 0.02
-0.65 -0.01 0.10
-0.89 0.57 -0.81
-0.07 0.28 0.01
-0.53 0.13 -0.57
-0.06 0.23 0.17
0.16 0.55 2.50
-6.30 3.92 3.09
0.02 -0.08 0.00
0.69 -1.07 -1.33
1.15 -1.26 0.11
-1.18 0.81 0.59
0.39 -0.60 -0.29
-0.14 -0.01 -0.10
0.06 -0.06 0.02
1.13 0.40 -0.28
-0.46 1.03 -0.26
-0.52 0.63 0.44
-1.23 1.35 0.38
-0.33 -0.87 -0.02
-0.12 0.01 -0.22
0.07 0.04 0.28
-0.16 -0.56 0.59
1.50 1.21 -0.17
-0.15 -0.32 0.21
0.23 0.61 0.75
0.78 0.10 0.51
-1.73 -1.37 0.25
0.04 -0.06 0.05
-0.40 -0.25 0.39
1.10 -0.58 1.44
0.82 -0.21 -0.50
8.65 -5.97 -6.41
-1.86 -1.06 0.20
-0.25 -0.58 -1.64
-0.24 0.25 -0.46
0.46 0.11 -0.23
0.07 0.02 0.24
0.04 0.15 0.38
0.04 0.01 0.07
0.22 0.09 -0.30
0.04 -0.43 -1.24
-1.01 0.99 -0.41
-0.08 -0.10 -0.01
-0.21 -0.41 0.33
1.10 0.15 -0.15
1.57 0.56 -0.06
-1.52 1.23 -1.33
-1.24 -0.57 -3.63
0.38 -0.04 -0.11
0.01 0.05 -0.04
-0.17 -0.03 -0.05
0.51 0.09 -0.10
0.53 0.72 -0.35
-0.37 0.29 -0.51
3.08 -2.50 1.67
-0.93 1.05 0.30
0.33 0.86 -0.84
0.18 -0.18 0.24
0.71 0.46 3.22
0.62 0.41 -0.44
-1.11 0.75 -1.07
1.85 -1.33 1.50
-0.08 -0.16 0.24
-0.89 -0.67 1.46
-0.21 -0.17 0.10
-0.03 0.16 0.55
-0.58 -0.82 0.55
-2.93 4.01 1.35
-0.01 -0.60 -1.04
-0.08 -0.36 -0.02
-0.36 -0.33 -0.14
-0.22 0.15 0.19
1.04 -0.49 0.27
4.11 -2.26 -2.98

=====

2.
C41H25CrF2N7O4S as an isolated structure in a non-equilibrium geometry, computed with wB97M-V/def2-TZVPD.

As for the relative energy (zero: lowest compared OMol25 entry of this formula, charge and spin): 18.5 kcal per mole. As for the spin multiplicity: 2. Its net charge is -1. The value obtained for the lowest unoccupied orbital energy (alpha / beta) is 1.79 / 1.82 eV.

Element x y z (Å)
H  3.14430  1.45400  -0.68930
C  1.77460  -1.18340  -2.03050
H  -2.29380  -4.54220  -5.49310
C  7.75930  2.03560  -0.60060
C  2.19680  2.87300  3.75400
C  2.39230  1.11170  -3.42310
H  8.58080  1.83180  0.08270
C  -1.22400  4.27360  -1.57060
H  5.25440  2.52870  -1.44030
C  0.01320  1.82920  2.37300
H  -1.58190  -0.38030  -6.13070
H  7.60580  3.11130  -0.66650
C  -1.52170  3.00420  3.82720
H  3.05920  3.26480  4.27860
C  -2.54210  2.39650  3.14120
H  -1.05300  -0.08310  -3.72360
N  -0.21770  2.14260  -1.08240
C  -0.58960  4.33350  -2.80780
C  0.45400  2.23690  -2.26310
H  0.76980  3.87750  4.99780
C  3.20270  0.01430  -3.58940
H  -3.57520  2.57290  3.39850
C  -1.69960  -4.49940  -2.81700
C  -2.00320  -3.57300  -5.11200
H  -1.86590  5.07530  -1.24260
C  2.84550  -1.13250  -2.89550
O  -0.45860  -1.45660  0.63470
N  -1.07520  -1.93600  -1.94600
C  1.33190  1.46010  1.98530
C  -2.23980  1.52270  2.09160
H  8.03870  1.68540  -1.59450
C  6.51670  0.34530  0.80110
F  3.61570  -2.22970  -3.09270
C  -1.95720  -2.49000  -5.94800
S  2.59760  -0.57710  1.28290
F  2.72700  2.23250  -4.12740
H  4.06110  0.04920  -4.24020
C  5.33890  -0.25710  1.20930
C  1.02170  -0.04180  -1.76090
C  4.13450  0.15580  0.67340
C  -0.18820  2.70820  3.46990
H  -1.92690  -5.50220  -3.15260
C  0.92990  3.22370  4.15190
C  -1.60570  -1.22370  -5.45450
H  -3.03680  1.02420  1.55890
N  -2.09010  0.19920  -0.77680
C  -1.02060  3.17170  -0.76600
C  -1.34990  -2.14600  -3.24490
C  -3.16180  -0.22630  -0.57340
H  -1.44080  -5.01970  -0.74930
C  2.40480  2.00220  2.68580
C  6.49780  1.35880  -0.14970
O  2.78020  -0.76860  2.69930
Cr  -0.23130  0.28600  -0.15690
C  -1.11990  -2.93030  -1.10320
H  -2.20250  -2.60080  -6.99500
H  3.41070  1.72480  2.41280
C  -1.69400  -3.43310  -3.74450
N  -5.49610  -2.56680  -1.66890
C  4.09830  1.15020  -0.28550
C  5.27690  1.74650  -0.69500
O  -1.12350  -3.50530  1.19200
H  0.74940  3.29970  -4.10530
H  -0.76260  5.15630  -3.48490
O  2.36450  -1.75540  0.50540
C  -1.42070  -4.25080  -1.50380
C  -1.31130  -1.04920  -4.13140
H  5.33480  -1.04190  1.94720
H  7.45660  0.02960  1.23050
C  -4.42270  -0.68440  -0.32940
C  -4.98520  -1.72340  -1.07420
N  1.43870  0.54300  0.98020
N  -5.78100  0.22800  1.62700
C  -0.87370  -2.62610  0.38000
H  -1.52790  3.11330  0.18660
C  -5.16160  -0.18360  0.74540
C  1.32130  1.10780  -2.52690
N  -1.00930  1.26240  1.69270
C  0.25630  3.29610  -3.14800
H  1.56650  -2.10960  -1.52560
H  -1.71210  3.69420  4.63840

Forces on the atoms, in the same order (eV/Å):
-0.07 0.09 -0.05
0.05 -0.26 -0.08
0.01 -0.11 0.00
-0.06 -0.06 -0.04
-0.32 0.22 0.24
0.09 -0.20 0.07
0.08 0.03 0.00
0.15 0.14 -0.21
-0.04 0.10 -0.09
0.41 0.38 0.54
0.02 0.07 -0.02
0.09 0.08 0.02
-0.02 -0.29 -0.36
-0.02 0.02 0.04
0.12 0.27 0.42
0.03 0.08 0.02
0.04 1.27 -0.91
-0.01 -0.48 0.42
-0.09 0.03 0.34
0.01 0.08 0.04
-0.14 0.12 -0.08
-0.09 -0.04 -0.02
0.06 0.07 0.26
-0.02 0.11 -0.21
-0.12 -0.02 0.11
-0.10 0.08 -0.10
0.26 1.21 0.09
0.23 -0.22 0.60
0.24 0.92 0.91
0.20 -0.37 -0.42
0.10 -0.01 -0.05
-0.08 0.03 -0.10
-0.20 0.13 0.10
-0.08 -0.32 0.01
0.25 -0.23 -0.26
-0.13 -0.06 0.14
0.05 -0.04 -0.07
-0.05 -0.14 0.07
0.65 0.66 -0.10
-0.58 -0.08 0.13
-0.03 -0.10 -0.20
-0.06 -0.06 -0.05
0.26 0.08 0.10
0.07 0.25 0.15
-0.02 0.07 0.01
-1.90 -0.04 0.12
0.01 -0.14 0.20
-0.25 -0.51 -0.49
1.49 0.81 -0.42
0.02 -0.08 0.07
-0.45 -0.04 -0.41
-0.06 0.08 -0.03
0.10 0.17 -0.02
-0.09 -1.88 0.50
-0.01 0.07 -0.17
-0.02 -0.04 -0.06
0.00 0.07 0.06
0.18 0.35 0.24
-0.08 -0.24 -0.21
-0.05 0.03 -0.06
0.08 -0.13 0.09
0.15 0.19 -0.17
0.12 -0.09 0.01
0.01 0.07 -0.05
0.08 0.04 -0.02
-0.13 -0.13 -0.15
-0.04 0.07 -0.15
0.07 -0.09 0.19
0.11 -0.03 0.04
-0.12 -0.12 0.03
-0.19 -0.52 -0.46
1.06 -1.07 -0.32
-0.07 0.17 0.22
-0.51 -0.94 -0.19
-0.02 -0.12 -0.02
-0.28 0.36 0.47
0.03 -0.32 0.01
-0.23 0.24 -0.27
-0.15 0.40 -0.05
0.06 -0.08 0.03
-0.05 0.01 0.05

=====

3.
C2H30Mg3O29S4 as an isolated structure in a non-equilibrium geometry, computed with wB97M-V/def2-TZVPD.

Its net charge is -2. The value obtained for the lowest unoccupied orbital energy is 2.72 eV.

Element x y z (Å)
H  -0.80121  4.57186  -0.00647
C  3.10774  0.47759  -2.27998
H  -2.53133  -1.08540  -4.10515
O  -0.81439  0.42385  3.98694
O  0.13299  -1.67125  2.69435
O  -0.80530  -5.32010  1.51161
O  0.26419  -3.40901  0.62334
C  4.61373  0.47045  -1.96331
O  -3.83128  0.19590  0.01940
H  2.42610  0.57920  -1.43551
O  -3.13639  1.76981  -2.10836
H  0.25840  1.21201  -3.14253
H  0.09321  -2.25768  3.44983
O  -0.99141  0.79075  1.35273
O  -3.51953  1.78586  1.76894
H  2.46348  0.17177  1.91240
O  0.61908  -0.57626  0.33608
S  -0.51671  -4.56466  0.29290
H  2.62756  -3.16065  -0.87750
H  -0.50485  -2.13491  -2.38375
O  -0.29090  -3.04536  -2.58753
H  3.02331  -0.83107  2.89872
H  5.02096  1.33282  -1.43548
H  -0.13287  -0.81844  3.03825
Mg  1.33117  -2.07048  1.15119
S  -0.18197  0.24515  5.26929
H  -0.01786  3.32408  0.34180
O  -2.93641  -2.10799  -1.25499
O  2.57582  -0.76807  2.05490
H  0.42032  -2.98772  -3.22556
H  1.62382  1.91393  1.10147
O  -3.19889  -0.38150  2.22997
H  -1.29120  -0.29407  -3.74772
O  -1.46192  3.08081  3.11398
O  -2.18261  -0.47882  -3.45194
O  -0.23528  4.19714  0.66846
H  -3.42604  2.15184  -2.93685
S  -0.26737  0.56072  0.18819
H  5.23713  0.31410  -2.84366
O  2.67997  -0.72506  -2.85098
O  0.21439  2.79186  -2.51409
O  0.17652  -5.26558  -0.79448
H  3.35009  -1.17326  -3.37216
O  -1.25322  0.18448  -0.78247
O  2.30435  1.91007  1.77461
Mg  -2.03191  1.22191  2.82740
H  4.85823  -0.36089  -1.30211
H  -1.73382  3.62854  3.85040
H  -3.22012  2.48143  -1.47368
H  -2.34758  -2.70942  -0.79916
O  -0.33523  1.43004  6.07055
O  -1.69391  -4.17394  -0.45451
H  0.37502  2.25944  -1.73501
O  0.39482  1.77887  -0.23307
O  -5.46222  0.30308  1.75755
H  -3.76500  -2.58336  -1.31580
H  2.93523  1.31924  -2.95078
O  -0.77937  -0.96075  5.90773
O  0.36571  0.48904  -3.76063
O  1.21357  0.06396  5.12342
Mg  -2.93319  -0.11835  -1.52333
H  2.76812  2.73836  1.65174
H  2.62558  -1.66088  -1.08384
H  -0.95109  3.66642  2.55511
H  -0.33873  3.50918  -2.20468
O  2.63321  -2.33091  -0.40029
H  1.25922  0.17861  -3.61403
S  -4.07192  0.50167  1.42815

Forces on the atoms, in the same order (eV/Å):
-0.20 0.16 0.05
1.22 1.15 0.35
-0.16 -0.41 0.13
-1.69 0.56 -3.77
0.38 -1.43 -0.22
0.24 0.04 -0.26
1.88 2.53 1.05
-0.04 -0.70 0.75
-1.24 0.73 -1.23
0.46 0.39 0.40
-0.29 0.92 -0.77
-0.43 0.63 -0.10
-0.37 -0.15 0.38
-0.09 1.45 3.17
-0.45 4.84 -0.51
-0.17 0.87 0.01
1.15 1.81 -1.34
-1.16 -4.46 -2.34
-0.52 -0.59 0.01
-0.10 0.35 0.30
-0.04 -0.04 -0.52
-0.27 -0.05 0.50
-0.49 0.32 -0.18
-0.36 1.04 0.56
-0.20 0.04 1.10
-0.22 -2.34 6.00
0.19 -1.06 -0.19
-1.86 1.79 -1.62
1.37 -0.83 -0.02
0.28 0.01 -0.13
-0.55 0.10 -0.54
-0.11 -0.71 0.41
1.34 0.53 0.15
-0.06 1.05 0.47
-1.25 0.07 -0.35
-0.11 1.17 0.47
0.07 -0.13 -0.37
-1.07 -3.27 -0.78
-0.24 0.15 -0.36
-0.34 -1.27 -0.51
0.00 1.12 -1.55
2.39 -1.73 0.64
0.26 0.23 -0.10
-0.01 -0.14 -3.17
0.53 0.05 0.34
-0.10 -1.25 0.99
-0.17 -0.22 0.11
0.01 -0.20 0.48
-0.09 -0.11 0.76
1.68 -2.09 1.12
-1.64 2.37 1.02
-3.65 2.17 0.48
0.13 -0.28 1.43
2.21 1.52 -0.56
-0.52 0.77 -0.40
-0.02 -0.30 0.26
-0.27 0.10 -0.20
-0.09 0.66 -0.62
-0.37 -0.57 -0.75
4.22 -1.12 -1.77
0.84 -1.45 0.03
0.16 0.11 0.13
-0.26 0.34 -0.35
0.31 0.00 -0.75
-0.09 0.01 -0.01
0.94 -0.16 0.15
0.11 -0.66 -0.04
-1.03 -4.47 2.15

=====

Number 1: total energy -2968.23244 a.u.. Number 2: total energy -3904.16830 a.u.. Number 3: total energy -4469.79021 a.u..